# 1
DFT (ωB97M-V/def2-TZVPD) results for a cluster of 40 separate species, H80O40 in total.

Structure (XYZ):
```
120
Properties=species:S:1:pos:R:3:forces:R:3:lowdin_charge:R:1
H 4.416 -2.909 -1.827 -1.8 2.2 -3.2 0.14
H 1.151 5.137 -0.085 -1.3 -0.5 -0.1 0.00
H 5.509 2.517 -0.665 0.2 0.2 0.0 0.04
H -3.034 -3.648 -0.725 0.0 0.4 1.2 0.05
O 1.364 -2.609 3.707 -1.1 -1.6 -0.3 -0.10
O 0.148 -2.090 1.081 -3.7 3.1 0.7 0.03
H 0.399 -2.814 3.486 1.9 0.1 0.6 0.07
H 0.750 -1.361 -4.113 0.0 -0.2 -0.5 0.03
O 2.850 3.835 3.427 -0.3 -0.1 -0.1 -0.02
O -2.986 2.164 3.475 -0.5 3.4 0.6 -0.15
O -4.083 2.976 -2.625 -0.4 -1.5 1.3 -0.03
O 1.278 -3.797 -1.714 5.6 1.5 1.6 0.04
H -1.626 -1.716 1.329 4.2 -0.4 -1.3 -0.04
O 0.635 3.901 1.043 -3.1 -1.1 -2.2 0.00
H 4.733 -2.667 3.254 0.8 -0.2 -1.0 0.06
O 5.219 -2.708 2.391 -0.9 0.3 1.2 -0.07
H 1.278 -3.119 -2.349 0.2 1.3 -1.5 0.01
O 1.188 -1.885 -4.813 3.2 1.1 3.8 -0.02
O -0.507 0.448 1.947 -3.0 0.6 -1.9 0.01
H 2.369 0.390 4.125 -0.1 0.8 -2.7 0.11
O -1.312 1.701 5.897 2.3 -0.4 -3.4 -0.04
H -1.009 2.603 -3.220 1.2 0.4 3.0 0.09
H 3.077 1.446 -1.462 0.3 -0.3 -0.1 0.00
H 4.046 -5.216 -0.596 0.1 0.0 0.7 0.02
O 2.544 0.737 3.156 0.2 -0.6 1.9 -0.09
H -2.230 0.422 -3.767 1.7 2.7 -0.1 -0.04
H -5.582 0.664 0.254 1.6 -1.0 1.6 0.07
O -2.828 -3.885 0.215 0.2 -1.6 -1.6 -0.04
H -0.688 2.639 3.396 -0.7 0.7 0.5 0.05
H 0.519 1.007 4.948 0.1 -1.4 -0.3 -0.01
O 0.100 2.212 3.717 2.5 0.8 1.4 -0.09
O -5.039 0.393 1.074 -0.5 0.1 -1.1 -0.09
O -0.777 2.815 -2.232 -1.0 -0.8 -1.9 -0.11
H 4.059 2.418 -0.124 1.6 0.6 -2.0 0.05
H 3.021 0.679 -2.739 0.4 -0.4 1.1 0.08
H 1.804 -3.499 3.834 -0.8 1.3 -0.3 0.06
O -6.409 0.549 -2.029 -2.1 1.5 3.3 0.04
O -2.658 -0.365 -3.618 -1.7 -4.2 1.6 -0.07
H 2.862 -3.886 1.910 -1.0 0.7 -0.7 -0.02
H 0.553 2.675 4.512 -1.7 -0.3 -2.2 0.15
O 1.938 5.596 0.128 0.4 1.9 0.9 -0.01
H -4.664 -2.888 -2.261 0.3 0.2 -0.3 0.08
H -2.146 -3.769 -4.147 2.2 0.1 -0.9 0.06
H 0.008 -0.189 1.514 1.1 -0.5 -0.7 -0.01
H -4.319 -0.244 0.851 -1.5 0.8 -0.3 0.00
H 0.944 3.281 1.627 1.2 -3.2 2.1 -0.03
H 0.165 2.576 -2.043 -0.5 0.9 -0.8 0.02
H -1.375 0.952 5.237 -0.1 1.4 0.9 0.07
O 4.401 1.844 1.469 2.9 1.6 -2.2 -0.01
O 4.126 -2.103 -2.470 3.1 -1.3 3.7 -0.08
H 3.736 1.562 2.010 -2.6 -1.9 2.4 -0.06
H -0.491 -6.223 0.296 0.1 -3.7 1.8 -0.03
O -0.632 4.695 -4.573 -1.0 0.3 1.6 -0.06
H -3.469 -2.581 -3.121 2.4 5.4 -4.9 -0.08
H 2.262 3.917 -2.741 -1.0 -1.0 -1.1 0.08
H -2.895 3.251 1.366 0.2 -0.2 -0.8 -0.01
H 0.820 0.115 -1.533 -0.6 0.0 -2.3 0.05
H -2.529 -0.710 -2.663 -0.1 1.6 -1.9 0.05
H -3.696 0.361 -1.081 -0.4 1.7 0.5 -0.01
O 1.690 3.248 -3.213 1.5 0.4 1.3 -0.06
H 1.094 3.719 -3.798 0.0 0.7 -0.1 0.00
H -1.591 2.314 0.064 -0.8 -1.0 0.1 0.07
O 3.162 -4.716 2.231 0.3 -2.5 1.0 -0.05
O 3.063 -1.427 -0.203 3.1 0.7 1.5 -0.10
O 0.802 0.077 5.134 -0.1 1.4 1.0 -0.08
O -2.411 1.831 0.350 0.8 1.8 -1.9 -0.05
H -3.054 -3.285 2.841 -1.3 -0.9 -2.1 -0.04
O -3.324 -0.489 -1.125 0.6 -2.6 -0.3 -0.04
H 2.978 2.890 3.395 -0.3 -0.9 0.5 -0.01
H 0.830 -2.636 0.892 3.5 -2.9 -1.2 -0.01
H 3.609 4.055 2.892 0.5 0.9 -0.4 0.05
H 0.730 0.160 6.103 0.2 -0.8 -0.2 0.08
H -3.323 3.486 -2.428 1.4 1.6 -0.4 -0.01
H -3.963 2.450 -1.800 -0.9 -0.1 -0.6 0.04
H 3.529 -2.271 -3.159 -1.1 -1.4 -1.3 0.00
O 0.988 0.798 -5.835 -0.5 -1.4 -0.3 -0.07
H 0.852 1.980 0.820 -0.5 0.1 1.1 -0.03
H 0.457 -1.489 1.760 0.8 -0.9 0.6 0.02
H -1.236 4.688 -3.764 1.3 -0.1 -1.6 0.07
H 1.379 0.639 0.217 -0.2 1.9 -0.3 0.08
H 4.532 -2.420 1.780 0.1 0.1 -0.3 0.00
O 1.047 1.569 0.007 1.4 -2.6 -1.6 -0.04
H 0.615 -2.038 -5.481 -3.1 -1.0 -2.9 -0.03
H -1.044 -4.264 -5.162 -0.1 -0.4 -0.2 0.03
H 2.442 -1.582 -0.862 -2.0 -0.7 -1.7 -0.05
H -0.034 1.068 -2.327 0.0 -1.0 -0.4 -0.02
H 0.891 4.569 1.600 0.9 3.8 1.7 0.02
O 0.447 0.227 -2.469 0.4 -0.1 2.2 -0.07
H -6.511 -0.353 -2.140 -0.4 -2.8 -0.3 0.01
H -2.463 -2.519 3.749 0.4 -1.9 0.9 0.06
O -2.618 -3.513 3.630 1.0 2.6 1.5 -0.06
H -1.427 -5.052 0.065 0.9 -0.1 0.0 0.02
O 3.308 0.569 -1.796 -1.3 0.2 -1.9 -0.10
H 4.626 1.135 0.856 -0.1 -0.4 0.4 0.07
H -2.550 -0.646 2.049 0.8 -0.3 -0.1 0.07
O -3.739 3.582 1.661 -1.5 1.4 0.7 -0.07
H 2.418 5.389 -0.634 1.9 -0.1 -1.7 0.01
O -2.442 -1.524 1.659 -5.3 0.9 1.3 -0.03
H 3.814 -1.166 -0.849 -1.6 -0.2 1.5 0.06
O -0.519 -5.419 -0.102 -0.9 4.0 -1.7 -0.03
H 2.516 -5.467 2.182 0.5 1.7 -0.3 0.08
H -3.930 4.467 1.348 0.3 0.1 -0.3 0.06
H -3.950 2.023 3.350 0.8 -0.2 -0.2 0.05
H -2.978 -0.774 -0.272 0.1 0.3 0.0 0.02
H -0.219 0.748 2.761 1.4 0.4 2.7 -0.02
O 3.751 -5.411 -1.478 4.0 -0.7 -0.5 -0.01
H -2.965 -3.211 0.860 -0.3 1.1 -0.1 -0.01
O -1.196 -3.621 -4.471 -2.1 0.1 1.1 -0.07
H -2.146 1.282 1.061 0.7 -0.8 1.2 -0.02
H -5.816 0.821 -2.649 2.6 1.3 -2.9 -0.02
H -3.018 3.250 3.402 0.0 -4.1 0.1 0.13
H 1.800 1.291 2.896 -0.3 -0.3 0.5 -0.01
H 0.479 -4.147 -1.764 -5.9 -2.8 0.0 -0.06
O 4.611 2.475 -0.996 -1.2 0.9 1.8 -0.11
H 1.751 0.217 -5.948 0.8 0.7 0.1 0.03
H -0.591 3.791 -4.889 -0.3 -0.2 -0.3 0.03
H -1.895 1.437 6.531 -2.6 -0.8 3.0 0.00
O -3.782 -3.144 -2.550 -2.6 -5.6 5.2 0.03
H 2.858 -5.285 -1.490 -4.0 0.8 -0.1 -0.05
H 0.381 0.028 -5.826 -0.4 1.1 0.2 0.02
```
Positions in Å, forces in eV/Å.

Values from the calculation:
Lowest unoccupied orbital energy   -0.570 eV
Strongest force on any atom   8.05 eV Å⁻¹
M   720.600 g mol⁻¹
Energy relative to the best compared isomer or geometry (same formula, charge and spin)   293.7 kcal/mol

---

# 2
DFT (ωB97M-V/def2-TZVPD) results for a structure of composition C31H47ClErO2P2.

Structure (XYZ):
```
84
Properties=species:S:1:pos:R:3:forces:R:3:lowdin_spin:R:1
H 0.740 -1.831 -3.929 0.0 0.0 -0.3 0.00
C 0.644 0.108 -1.228 0.1 0.3 0.3 0.00
C -0.604 -2.154 -1.314 -0.7 0.4 -0.6 0.00
H 1.509 -1.216 -5.413 -0.3 -0.1 0.2 0.00
C 2.218 -2.519 0.284 0.2 0.0 -0.7 0.00
C -0.328 -2.499 0.111 -0.1 0.1 0.9 0.00
H -1.634 -2.499 -1.506 0.3 0.1 -0.1 0.00
H -2.326 -2.138 -5.519 -0.1 0.2 0.3 0.00
H 2.787 -1.935 1.031 -0.2 -0.3 -0.3 0.00
C -2.562 -3.161 5.450 0.0 0.0 0.6 0.00
C 1.885 -0.386 -1.139 -0.1 0.6 0.5 0.00
H -0.222 4.292 1.622 -0.2 -0.1 0.4 0.00
H -0.759 1.116 -8.642 -0.3 0.0 0.3 0.00
C 1.616 0.024 5.228 0.0 -0.4 0.2 0.00
Er -0.340 1.112 2.386 -0.3 -1.6 -0.5 3.03
C 1.679 2.537 2.462 -0.4 -0.2 0.4 0.00
H 4.174 0.529 3.045 -0.7 0.1 -0.1 0.00
C -1.556 -1.643 7.576 -0.2 -0.4 -0.2 0.00
H 0.499 1.186 -1.079 0.3 -0.1 -0.5 0.00
P -0.515 2.350 -6.513 -0.4 0.4 -1.5 0.00
Cl -2.484 -3.376 9.446 0.0 0.0 0.1 0.00
C 1.345 1.157 4.297 -0.3 0.9 -0.3 0.00
H -2.926 -3.764 4.632 0.0 0.0 -0.1 0.00
C -1.159 0.974 -7.624 -0.1 0.2 0.4 0.00
H -0.995 4.646 -7.159 -0.1 0.0 -0.1 0.00
H 1.276 0.224 6.254 0.1 -0.1 -0.4 0.00
C 3.158 0.399 2.616 0.5 -0.4 0.1 0.00
H -1.132 -1.081 8.413 -0.2 -0.2 -0.3 0.00
H 0.290 -2.527 -5.533 0.2 0.2 0.2 0.00
C -0.900 2.125 5.147 -0.6 0.6 0.7 0.00
H 1.592 3.429 -7.010 0.1 -0.2 -0.1 0.00
C -2.280 -1.240 -4.885 0.0 -0.2 0.1 0.00
C 2.124 1.359 3.120 -0.4 0.3 -0.1 0.00
C 2.304 -1.815 -1.103 1.0 -1.0 -0.5 0.00
C 1.146 2.471 -7.305 0.2 0.1 0.2 0.00
H -1.261 3.127 5.416 0.0 -0.2 -0.1 0.00
H 1.331 3.263 0.447 0.2 0.1 0.1 0.00
C -1.916 -1.946 5.178 0.0 -0.3 0.6 0.00
H 3.275 0.480 1.529 0.0 -0.1 0.3 0.00
C -2.255 -2.839 7.829 0.3 0.4 -1.0 0.00
H 0.197 -0.719 -7.433 -0.3 0.1 0.2 0.00
H 1.073 2.427 -8.400 0.0 0.0 0.3 0.00
H -2.360 -1.521 -3.828 -0.1 0.0 -0.2 0.00
H 0.005 -2.639 -2.089 -0.2 0.1 0.6 0.00
C 0.569 -1.609 -4.992 0.1 -0.4 0.2 0.00
H -2.410 3.599 -7.384 0.1 0.1 0.0 0.00
C -0.627 -0.616 -1.502 -0.8 -0.6 -0.1 0.00
C 0.567 3.072 3.211 0.9 -1.1 0.4 -0.01
H 1.795 1.665 -6.946 0.0 0.1 -0.1 0.00
H -1.492 3.322 2.454 0.1 0.1 0.0 0.00
C -0.524 3.882 2.600 0.3 0.8 0.0 0.00
C -2.734 -3.613 6.758 0.2 0.4 0.2 0.00
P -0.715 -0.312 -5.175 0.1 -0.7 -0.6 0.00
H 0.739 -3.001 1.822 -0.1 0.2 -0.2 0.00
C 0.818 -2.699 0.772 -0.2 0.3 0.3 0.00
H 2.700 -0.158 5.266 -0.4 0.0 0.1 0.00
H -0.769 4.716 3.268 -0.4 -0.1 -0.3 0.00
H -3.124 -0.579 -5.134 0.2 -0.2 0.1 0.00
H -1.026 -0.392 -2.517 0.5 0.1 0.5 0.00
H 1.768 -2.421 -1.848 0.4 0.3 0.4 0.00
H 1.128 -0.897 4.864 0.2 0.2 0.3 0.00
H -1.234 -2.485 0.732 0.3 -0.5 -0.2 0.00
H 2.712 0.329 -1.045 -0.3 -0.1 0.2 0.00
H -2.255 1.090 -7.658 0.3 0.0 0.0 0.00
H 3.365 -1.854 -1.411 -0.4 0.0 0.1 0.00
H -1.404 -0.223 -0.816 0.1 -0.1 -0.2 0.00
C -1.324 3.666 -7.516 0.0 0.3 0.0 0.00
C -1.776 -1.552 3.742 -0.6 -1.6 -0.3 0.00
O -2.096 -2.368 2.882 0.5 1.4 0.4 0.00
H -3.222 -4.563 6.961 0.1 0.2 -0.1 0.00
H -1.724 1.584 4.619 0.3 0.4 0.3 0.00
H -1.084 3.569 -8.583 -0.1 0.1 0.2 0.00
C -0.787 -0.394 -7.058 0.0 0.0 0.2 0.00
H 2.834 -0.631 2.847 0.3 0.4 -0.1 0.00
H 2.637 2.073 0.599 -0.2 0.4 0.2 0.00
O -1.321 -0.337 3.493 0.2 -0.1 -0.5 -0.01
H -0.827 -0.311 6.055 -0.3 -0.4 0.1 0.00
C 2.156 2.933 1.097 0.3 0.2 -0.3 0.00
H -1.531 -1.155 -7.347 0.4 0.1 0.0 0.00
H 2.723 -3.503 0.202 -0.2 0.5 0.1 0.00
H -0.733 1.576 6.080 -0.1 0.2 -0.2 0.00
C 0.353 2.192 4.361 1.3 0.0 -1.0 0.00
C -1.396 -1.217 6.250 0.0 0.0 0.3 0.00
H 2.917 3.736 1.125 -0.5 -0.3 0.0 0.00
```
Positions in Å, forces in eV/Å.

Values from the calculation:
Lowest unoccupied orbital energy (alpha / beta)   -4.046 / -3.974 eV
Strongest force on any atom   1.78 eV Å⁻¹
Net charge   +1
2S+1   4
M   716.376 g mol⁻¹
Energy relative to the best compared isomer or geometry (same formula, charge and spin)   29.1 kcal/mol

---

# 3
DFT (ωB97M-V/def2-TZVPD) results for a structure of composition C19H43BO9PtS4.

Structure (XYZ):
```
77
Properties=species:S:1:pos:R:3:forces:R:3:lowdin_spin:R:1
H -7.011 -0.543 -21.961 -0.3 0.1 -0.5 0.00
C -4.763 0.824 -22.838 1.6 -1.6 -0.8 0.00
H -5.967 1.610 -20.076 -0.4 0.3 -0.2 0.00
H -5.905 1.831 -16.761 -0.1 -0.7 -0.5 0.00
H -7.444 5.386 -19.463 -0.1 0.3 0.3 0.00
H -5.835 5.134 -18.742 0.1 0.3 0.0 0.00
H -3.849 -0.040 -16.408 0.1 -0.5 -0.8 0.00
H -6.016 -0.041 -19.661 -0.4 -0.6 -0.4 0.00
H -1.971 7.423 -25.047 0.6 -0.8 0.6 0.00
O -4.578 5.057 -21.144 -0.3 -0.3 -0.7 0.08
H -0.689 4.399 -20.606 -0.3 4.4 -2.1 0.03
H -3.969 8.710 -19.239 0.3 -0.5 0.5 0.00
C -2.563 6.623 -25.491 -1.3 0.8 -0.7 0.00
C -1.872 5.637 -26.446 1.3 -0.5 1.2 0.00
H -3.106 9.956 -20.024 0.4 -0.1 -0.5 0.00
S -2.660 4.247 -24.302 0.3 -1.5 -1.7 0.01
H 0.234 9.243 -18.343 0.3 -0.2 -0.3 0.00
O -2.260 6.424 -19.999 -0.1 1.9 -0.2 0.05
S -2.983 3.366 -17.032 1.6 -1.7 -1.5 0.01
H -1.903 1.325 -17.929 -0.2 0.3 -0.2 0.00
S -2.125 7.763 -20.589 0.3 0.0 -0.3 0.01
C -1.863 9.248 -18.384 -1.7 0.5 0.1 0.00
H -2.604 5.212 -27.133 0.0 -0.3 0.2 0.00
H -5.172 1.318 -15.337 0.5 0.3 0.2 0.00
H -3.154 7.244 -26.164 -0.6 0.0 0.0 0.00
C -4.528 3.229 -16.210 0.6 -0.3 -0.1 0.01
H -0.431 10.404 -19.442 0.0 -0.2 -0.4 0.00
H -0.899 3.559 -25.875 -0.6 0.1 -0.5 0.00
H 0.345 7.605 -20.238 -0.5 -0.2 0.3 0.00
H -4.725 -0.173 -23.277 0.2 -0.4 0.4 0.00
C -4.918 1.742 -16.308 -1.8 0.5 -0.5 0.00
C -6.811 5.501 -21.937 -1.0 -1.3 -2.8 0.00
C -2.567 1.554 -17.096 -1.0 -0.3 -0.6 0.00
H -6.650 3.900 -19.621 0.3 -0.4 -0.7 0.00
C -2.953 9.028 -19.472 0.8 -0.3 -0.3 0.00
O -3.562 1.864 -20.597 -0.7 -2.2 -0.2 0.02
H -4.514 5.714 -24.950 0.3 -0.4 0.0 0.00
S -4.190 0.614 -21.078 -1.7 2.3 -2.1 0.00
C -5.955 0.618 -20.527 1.0 0.7 0.8 0.00
C -3.936 0.805 -17.091 0.1 1.6 1.0 0.00
H -7.130 4.459 -21.920 -0.6 -0.1 -0.7 0.00
O -2.065 3.944 -16.107 0.8 1.2 0.2 0.00
O -3.173 3.906 -18.405 -0.5 -0.6 3.0 0.05
B -0.513 3.407 -20.219 -0.1 -1.0 1.0 0.04
O -3.506 3.172 -24.846 0.8 1.0 0.6 0.00
H -1.121 2.676 -20.729 -1.9 -3.4 -2.2 0.01
O -2.117 4.074 -22.957 -0.4 0.5 -0.9 0.05
H -0.898 3.468 -19.213 -0.4 -0.3 4.3 0.00
H -1.985 8.569 -17.540 0.6 -0.9 -0.5 0.00
H -7.660 6.184 -21.974 -0.1 -0.1 0.8 0.00
H -6.317 5.701 -22.888 0.3 -0.2 -0.1 0.00
H -0.246 9.031 -21.111 0.1 -0.6 -0.5 0.00
H -4.094 1.392 -23.484 0.1 0.4 0.6 0.00
H 0.546 3.208 -20.276 3.6 -0.5 -0.4 0.01
H -6.718 1.057 -23.766 0.5 0.6 -0.4 0.00
C -0.434 8.367 -20.268 -0.2 1.4 -0.5 0.00
C -6.167 1.297 -22.857 -0.6 0.0 0.5 0.00
H -4.361 0.576 -18.069 0.4 -0.2 0.1 0.00
H -1.177 6.198 -27.071 0.3 -0.2 0.1 0.00
H -2.041 10.172 -17.836 -0.2 0.4 -0.4 0.00
C -1.205 4.542 -25.517 -1.6 0.3 0.6 0.01
H -4.366 3.514 -15.171 0.0 0.3 -0.3 0.00
H -0.365 4.837 -24.889 -0.2 0.7 -0.1 0.00
H -5.063 3.981 -16.791 -0.9 -0.4 0.4 0.00
H -7.847 0.959 -21.412 -0.1 -0.1 -0.5 0.00
C -0.522 9.368 -19.118 0.0 -0.5 1.7 0.00
H -5.988 2.356 -22.672 -1.4 0.4 0.1 0.00
C -6.912 0.524 -21.763 1.6 0.3 2.4 0.00
H -2.039 1.254 -16.191 0.0 0.7 0.2 0.00
C -5.871 5.567 -20.848 3.2 0.7 1.5 0.01
H -3.557 6.043 -23.483 -0.2 1.2 0.0 0.00
O -3.547 -0.658 -20.958 0.4 -0.4 0.6 0.00
Pt -2.605 4.205 -20.528 -1.7 1.3 -1.5 1.58
C -3.507 5.849 -24.554 1.1 -0.8 0.8 0.00
H -5.791 6.640 -20.675 0.5 0.7 0.6 0.00
C -6.450 4.972 -19.627 -0.9 -0.4 1.7 0.00
O -2.400 7.986 -22.008 -0.1 -0.3 1.4 0.00
```
Positions in Å, forces in eV/Å.

Values from the calculation:
Lowest unoccupied orbital energy (alpha / beta)   0.378 / 0.216 eV
Strongest force on any atom   4.83 eV Å⁻¹
2S+1   3
M   749.702 g mol⁻¹
Energy relative to the best compared isomer or geometry (same formula, charge and spin)   71.7 kcal/mol